## one
This record from the Open Molecules 2025 dataset describes 2 unconnected molecules or ions with the total composition C4H6NO2. The level of theory is the ωB97M-V functional and the def2-TZVPD basis.

For the LUMO energy (alpha / beta), the calculation gives 3.61 / 3.09 eV. The calculation puts the orbital gap (alpha / beta) at 5.49 / 4.17 eV. As for the spin multiplicity: 1. As for the net charge: -1.

CARTESIAN COORDINATES (ANGSTROEM)
H (0.10, -3.28, 0.97)
C (0.85, 3.51, -0.35)
N (-1.24, -1.18, -0.31)
C (-0.75, 1.69, -1.02)
O (-1.46, -0.94, 0.89)
H (0.59, -1.73, 1.44)
C (0.23, 2.49, -0.54)
O (0.05, -1.80, -0.53)
C (0.60, -2.42, 0.64)
H (-1.67, 1.42, -0.42)
H (1.70, -2.58, 0.67)
H (-0.67, 0.84, -1.70)
H (1.67, 3.97, 0.27)

---

## two
This record from the Open Molecules 2025 dataset describes a gas-phase ion, C4H6NO2 (charge -1). The level of theory is the ωB97M-V functional and the def2-TZVPD basis.

For the LUMO energy, the calculation gives 4.24 eV. The SMILES is C[C@H]1CN1C(=O)[O-]. The calculation puts the orbital gap at 7.96 eV. As for the spin multiplicity: 1. As for the net charge: -1.

CARTESIAN COORDINATES (ANGSTROEM)
C (-0.78, -0.36, -1.62)
H (-0.49, -1.38, -1.89)
C (-0.46, 1.04, 0.58)
H (-0.61, 0.28, -2.49)
H (-1.83, -0.36, -1.37)
H (0.23, 1.76, 1.00)
C (0.05, 0.10, -0.44)
H (-1.49, 1.39, 0.52)
C (1.28, -0.71, 1.71)
H (1.11, 0.21, -0.69)
O (1.97, 0.27, 1.78)
O (1.30, -1.87, 2.03)
N (-0.27, -0.35, 0.88)

---

Relative to the most stable structure, the computed energies are one 7.134; two 0.000, all in eV.

---

## one
This record from the Open Molecules 2025 dataset describes a single C3H5FN2S molecule. The level of theory is the ωB97M-V functional and the def2-TZVPD basis.

For the LUMO energy, the calculation gives 0.50 eV. The SMILES is NN1C[C@@H](F)C1=S. The calculation puts the orbital gap at 9.37 eV. As for the spin multiplicity: 1. As for the net charge: 0.

CARTESIAN COORDINATES (ANGSTROEM)
C (0.29, -0.32, 0.07)
S (1.60, -1.23, 0.01)
C (-1.17, -0.45, 0.44)
H (1.57, 1.89, -1.00)
H (-1.26, -0.84, 1.45)
F (-2.05, -1.09, -0.43)
H (1.60, 2.11, 0.61)
N (0.98, 2.06, -0.19)
N (0.09, 1.02, -0.05)
H (-1.48, 1.90, 0.87)
H (-2.00, 1.09, -0.68)
C (-1.31, 1.07, 0.19)

---

## two
This record from the Open Molecules 2025 dataset describes a single C3H5FN2S molecule. The level of theory is the ωB97M-V functional and the def2-TZVPD basis.

For the LUMO energy, the calculation gives 0.78 eV. The SMILES is [H]/N=C/N(S)/C=C\F. The calculation puts the orbital gap at 9.69 eV. As for the spin multiplicity: 1. As for the net charge: 0.

CARTESIAN COORDINATES (ANGSTROEM)
C (1.50, -1.26, -0.08)
H (-0.33, -2.16, -0.22)
H (0.92, 1.49, 0.98)
F (2.57, -0.32, 0.20)
N (-2.65, -0.98, 0.16)
H (2.00, -2.30, -0.28)
H (-2.50, 1.20, -0.26)
C (-2.03, 0.09, 0.04)
N (-0.60, 0.07, -0.04)
C (0.23, -1.09, -0.21)
H (-3.56, -0.40, 0.26)
S (0.30, 1.56, -0.10)

---

Relative to the most stable structure, the computed energies are one 0.000; two 1.443, all in eV.

---

## one
This record from the Open Molecules 2025 dataset describes a molecular structure, C15H23CaN3O12P3S. The level of theory is the ωB97M-V functional and the def2-TZVPD basis.

For the LUMO energy, the calculation gives 2.49 eV. The calculation puts the orbital gap at 8.65 eV. As for the spin multiplicity: 1. As for the net charge: -1.

CARTESIAN COORDINATES (ANGSTROEM)
Ca (0.00, 0.35, -0.73)
N (1.80, -2.03, 2.16)
H (-6.29, -0.05, -3.38)
H (-2.91, -2.52, -4.32)
C (-3.05, 0.23, -2.35)
H (4.29, 4.28, 0.52)
H (4.91, 3.57, -0.99)
S (1.28, 1.98, -2.99)
H (2.12, -1.13, 1.73)
C (2.84, 1.73, 3.83)
O (-2.22, 3.83, 0.49)
H (1.85, -1.96, 3.17)
H (-4.37, 3.27, -0.45)
H (-0.16, 1.05, 1.75)
P (0.74, -2.85, -0.10)
C (-3.33, -1.67, -3.81)
N (-2.23, 0.97, -1.55)
O (3.71, 1.82, 2.70)
H (-1.03, -3.91, 2.18)
H (4.07, -1.58, 0.22)
O (1.78, -3.91, -0.02)
H (1.84, 2.11, 3.60)
O (-1.64, -1.33, 3.13)
O (0.07, 1.26, -3.47)
C (-0.01, -3.65, 2.46)
H (3.16, 3.63, -0.70)
H (4.47, -0.08, -0.64)
H (2.42, -2.78, 1.82)
C (-4.91, 1.67, -1.78)
H (-5.95, 1.94, -1.88)
O (4.24, 2.21, 0.36)
H (-5.33, -2.01, -4.54)
P (2.97, 1.70, 1.23)
C (-5.24, -0.29, -3.29)
H (5.17, -0.38, 0.97)
H (0.64, -4.50, 2.22)
H (-1.34, -2.73, -0.48)
C (0.42, -2.41, 1.69)
C (-1.80, 2.75, 0.10)
C (-2.71, 1.99, -0.89)
H (3.28, 2.32, 4.63)
C (-4.06, 2.40, -1.01)
C (-2.52, -0.88, -3.04)
O (1.08, -1.58, -0.84)
N (1.76, 1.71, -1.63)
C (-4.42, 0.54, -2.48)
O (-0.67, -3.43, -0.56)
C (-4.70, -1.37, -3.93)
H (-1.45, -1.08, -2.97)
H (2.75, 0.69, 4.17)
P (-0.83, -1.03, 1.94)
C (4.13, 3.50, -0.23)
O (3.13, 0.08, 0.94)
O (0.20, 0.22, 2.14)
O (-0.72, 2.17, 0.43)
H (-0.02, -3.46, 3.53)
C (4.29, -0.52, 0.34)
O (-1.47, -0.87, 0.58)

---

## two
This record from the Open Molecules 2025 dataset describes a molecular structure, C15H23CaN3O12P3S. The level of theory is the ωB97M-V functional and the def2-TZVPD basis.

For the LUMO energy, the calculation gives 2.47 eV. The calculation puts the orbital gap at 8.72 eV. As for the spin multiplicity: 1. As for the net charge: -1.

CARTESIAN COORDINATES (ANGSTROEM)
H (-2.50, 1.07, -0.97)
Ca (0.24, -0.75, 0.17)
H (0.52, 3.48, -2.52)
O (0.25, -0.19, 2.26)
C (2.58, -0.53, 2.11)
P (0.04, 2.22, -0.07)
O (-3.84, -2.04, 1.23)
N (2.44, -0.89, 0.86)
H (3.88, -0.03, 3.74)
O (-1.26, 0.62, -3.82)
H (-3.21, 1.70, 2.67)
H (-1.00, 4.23, -2.09)
H (4.25, -1.43, -3.21)
C (4.96, -0.33, 1.91)
O (-0.49, -0.62, -1.73)
C (4.40, -1.24, -2.16)
C (1.31, -0.31, 2.93)
H (-5.04, -0.67, -0.90)
S (-0.12, -3.63, 0.72)
H (-3.96, -2.06, -1.15)
C (-0.56, 3.34, -2.53)
N (-1.02, -2.47, 0.74)
C (4.82, -0.65, 0.54)
H (2.33, -1.50, -1.64)
O (-4.33, 0.24, 1.70)
O (1.14, 1.20, -0.20)
H (-4.24, 2.27, 1.34)
O (0.40, 3.62, 0.24)
H (-4.07, -3.92, 1.90)
O (-1.15, 1.68, 0.91)
C (5.90, -0.66, -0.37)
C (-3.61, -2.99, 2.24)
C (3.84, -0.28, 2.69)
O (-3.06, -0.37, -0.38)
N (-2.32, 1.90, -1.61)
C (3.51, -0.95, 0.06)
O (1.24, -3.40, 0.17)
H (-4.07, -2.68, 3.18)
H (6.89, -0.42, 0.00)
H (-2.55, 1.57, -2.58)
H (5.95, -0.12, 2.30)
H (-2.85, 2.72, -1.31)
C (-4.17, 1.56, 2.17)
C (3.33, -1.26, -1.30)
C (-0.86, 2.12, -1.69)
H (6.51, -0.91, -2.39)
O (1.17, 0.82, -2.98)
H (-0.89, 3.21, -3.56)
P (-2.97, -0.67, 1.24)
H (-4.98, 1.76, 2.87)
C (5.69, -0.93, -1.69)
H (-2.53, -3.14, 2.37)
C (-4.04, -0.98, -1.21)
H (-3.84, -0.66, -2.23)
P (-0.38, 0.58, -2.62)
H (-0.69, 1.14, 1.59)
H (1.58, 0.85, -2.10)
O (1.43, -0.22, 4.15)

---

Relative to the most stable structure, the computed energies are one 0.000; two 1.465, all in eV.

---

## one
This record from the Open Molecules 2025 dataset describes 2 unconnected molecules or ions with the total composition C2H3NO2. The level of theory is the ωB97M-V functional and the def2-TZVPD basis.

For the LUMO energy, the calculation gives 0.72 eV. The SMILES is C#[N+][O-].C=O. The calculation puts the orbital gap at 10.42 eV. As for the spin multiplicity: 1. As for the net charge: 0.

CARTESIAN COORDINATES (ANGSTROEM)
C (1.81, -0.47, -0.06)
H (1.26, -1.27, 0.28)
N (-2.10, 0.00, 0.19)
C (-1.53, 0.93, -0.16)
H (-1.12, 2.00, -0.15)
O (-2.58, -1.06, 0.30)
O (1.34, 0.56, -0.42)
H (2.92, -0.68, 0.02)

---

## two
This record from the Open Molecules 2025 dataset describes a single C2H3NO2 molecule. The level of theory is the ωB97M-V functional and the def2-TZVPD basis.

For the LUMO energy, the calculation gives -0.37 eV. The SMILES is NC(=O)C=O. The calculation puts the orbital gap at 9.72 eV. As for the spin multiplicity: 1. As for the net charge: 0.

CARTESIAN COORDINATES (ANGSTROEM)
C (-1.20, 0.44, -0.25)
C (-0.04, -0.64, 0.04)
N (1.23, -0.09, 0.00)
H (1.99, -0.49, 0.46)
H (1.43, 0.94, -0.06)
O (-2.25, -0.03, -0.78)
O (-0.20, -1.76, 0.53)
H (-0.96, 1.62, 0.06)

---

Relative to the most stable structure, the computed energies are one 3.141; two 0.000, all in eV.

---

## one
This record from the Open Molecules 2025 dataset describes a single C2H3NO2 molecule. The level of theory is the ωB97M-V functional and the def2-TZVPD basis.

For the LUMO energy, the calculation gives 1.07 eV. The SMILES is C=NOC=O. The calculation puts the orbital gap at 11.62 eV. As for the spin multiplicity: 1. As for the net charge: 0.

CARTESIAN COORDINATES (ANGSTROEM)
C (-1.45, 0.43, 0.74)
H (-2.46, 0.08, 0.79)
H (1.10, -1.42, -0.94)
O (2.59, -0.11, -1.11)
O (0.53, 0.37, 0.01)
C (1.52, -0.50, -0.78)
H (-1.17, 1.47, 1.19)
N (-0.66, -0.31, 0.11)

---

## two
This record from the Open Molecules 2025 dataset describes a single C2H3NO2 molecule. The level of theory is the ωB97M-V functional and the def2-TZVPD basis.

For the LUMO energy, the calculation gives 0.39 eV. The SMILES is C=[N+]([O-])C=O. The calculation puts the orbital gap at 9.85 eV. As for the spin multiplicity: 1. As for the net charge: 0.

CARTESIAN COORDINATES (ANGSTROEM)
H (-0.40, 1.69, 1.28)
H (-0.51, -1.96, -1.02)
C (0.04, -1.22, -0.40)
O (1.48, 1.33, 0.51)
H (0.64, -1.44, 0.46)
C (0.34, 1.07, 0.64)
O (-1.20, 0.56, -1.09)
N (-0.39, -0.04, -0.39)

---

Relative to the most stable structure, the computed energies are one 0.000; two 0.965, all in eV.

---

## one
This record from the Open Molecules 2025 dataset describes a single C2H3NO2 molecule. The level of theory is the ωB97M-V functional and the def2-TZVPD basis.

For the LUMO energy, the calculation gives 0.55 eV. The SMILES is O=C1N[C@H]1O. The calculation puts the orbital gap at 9.81 eV. As for the spin multiplicity: 1. As for the net charge: 0.

CARTESIAN COORDINATES (ANGSTROEM)
H (0.17, 1.86, 0.17)
H (-0.59, -0.08, 1.36)
H (-1.72, -0.51, -0.87)
O (2.23, -0.54, -0.30)
N (0.26, 0.85, -0.30)
C (1.15, -0.14, -0.09)
O (-1.16, -1.10, -0.30)
C (-0.33, -0.33, 0.33)

---

## two
This record from the Open Molecules 2025 dataset describes 2 unconnected molecules or ions with the total composition C2H3NO2. The level of theory is the ωB97M-V functional and the def2-TZVPD basis.

For the LUMO energy, the calculation gives 0.96 eV. The SMILES is N=C=O.C=O. The calculation puts the orbital gap at 11.07 eV. As for the spin multiplicity: 1. As for the net charge: 0.

CARTESIAN COORDINATES (ANGSTROEM)
H (-0.51, -0.32, 2.16)
H (0.88, -0.06, -3.31)
C (-0.65, 0.69, 1.85)
O (-0.76, 1.08, 0.71)
N (0.57, -0.57, -2.48)
H (-0.60, 1.41, 2.67)
O (0.54, -1.34, -0.27)
C (0.52, -0.89, -1.33)

---

## three
This record from the Open Molecules 2025 dataset describes a single C2H3NO2 molecule. The level of theory is the ωB97M-V functional and the def2-TZVPD basis.

For the LUMO energy, the calculation gives 0.70 eV. The SMILES is C=NOC=O. The calculation puts the orbital gap at 11.09 eV. As for the spin multiplicity: 1. As for the net charge: 0.

CARTESIAN COORDINATES (ANGSTROEM)
C (1.63, -0.33, -0.03)
H (1.79, 0.78, 0.34)
N (0.40, -0.63, -0.10)
O (-0.37, 0.63, 0.02)
O (-2.08, -0.91, 0.05)
C (-1.61, 0.22, -0.04)
H (2.36, -1.03, 0.04)
H (-2.12, 1.27, -0.27)

---

Relative to the most stable structure, the computed energies are one 1.285; two 0.000; three 1.854, all in eV.

---

## one
This record from the Open Molecules 2025 dataset describes a molecular structure, C2H3NO2. The level of theory is the ωB97M-V functional and the def2-TZVPD basis.

For the LUMO energy, the calculation gives 0.49 eV. The calculation puts the orbital gap at 10.25 eV. As for the spin multiplicity: 1. As for the net charge: 0.

CARTESIAN COORDINATES (ANGSTROEM)
C (-0.58, 0.15, -0.47)
H (-1.09, -0.18, -1.42)
O (-1.36, 0.91, 0.25)
O (2.02, 0.39, -0.12)
H (-0.88, 1.60, 0.73)
C (0.92, -0.13, -0.20)
H (0.58, -1.43, 1.08)
N (0.39, -1.32, 0.14)

---

## two
This record from the Open Molecules 2025 dataset describes a single C2H3NO2 molecule. The level of theory is the ωB97M-V functional and the def2-TZVPD basis.

For the LUMO energy, the calculation gives 0.64 eV. The SMILES is O=C1N[C@H]1O. The calculation puts the orbital gap at 10.24 eV. As for the spin multiplicity: 1. As for the net charge: 0.

CARTESIAN COORDINATES (ANGSTROEM)
O (-0.18, 1.25, -1.10)
H (-0.73, 1.74, -0.47)
N (-0.16, -0.27, 0.87)
O (1.98, -1.25, 0.17)
C (-0.22, -0.04, -0.61)
C (0.89, -0.79, 0.24)
H (-1.13, -0.58, -0.92)
H (-0.44, -0.06, 1.81)

---

## three
This record from the Open Molecules 2025 dataset describes a single C2H3NO2 molecule. The level of theory is the ωB97M-V functional and the def2-TZVPD basis.

For the LUMO energy, the calculation gives 0.79 eV. The SMILES is O=C1N[C@H]1O. The calculation puts the orbital gap at 10.78 eV. As for the spin multiplicity: 1. As for the net charge: 0.

CARTESIAN COORDINATES (ANGSTROEM)
H (0.13, 2.08, 0.40)
O (1.04, -1.22, 0.19)
N (-0.10, 1.08, 0.30)
H (0.83, -0.18, -1.40)
H (0.82, -1.33, 1.09)
O (-2.12, -0.32, -0.05)
C (0.39, -0.16, -0.43)
C (-1.00, 0.06, -0.11)

---

Relative to the most stable structure, the computed energies are one 0.317; two 0.151; three 0.000, all in eV.

---

## one
This record from the Open Molecules 2025 dataset describes a single C2H3NO2 molecule. The level of theory is the ωB97M-V functional and the def2-TZVPD basis.

For the LUMO energy (alpha / beta), the calculation gives -0.19 / -0.06 eV. The calculation puts the orbital gap (alpha / beta) at 7.97 / 9.36 eV. As for the spin multiplicity: 1. As for the net charge: 0.

CARTESIAN COORDINATES (ANGSTROEM)
O (-0.70, -0.39, 2.11)
C (0.05, 0.74, 0.11)
H (-0.87, 1.49, 0.01)
H (0.10, -1.74, -1.54)
C (-0.04, -0.34, 1.17)
H (1.13, 1.19, 0.15)
O (-0.23, 0.10, -1.03)
N (0.56, -1.03, -0.99)

---

## two
This record from the Open Molecules 2025 dataset describes 2 unconnected molecules or ions with the total composition C2H3NO2. The level of theory is the ωB97M-V functional and the def2-TZVPD basis.

For the LUMO energy (alpha / beta), the calculation gives -0.56 / -0.56 eV. The calculation puts the orbital gap (alpha / beta) at 9.33 / 9.33 eV. As for the spin multiplicity: 1. As for the net charge: 0.

CARTESIAN COORDINATES (ANGSTROEM)
H (1.97, -1.10, -0.76)
C (-1.73, 1.89, -0.08)
H (-2.45, 1.14, 0.10)
C (1.45, -1.29, 0.18)
N (-0.95, 2.70, -0.26)
O (0.24, -1.05, 0.37)
H (1.98, -1.74, 1.01)
O (-0.51, -0.55, -0.55)

---

Relative to the most stable structure, the computed energies are one 0.000; two 0.331, all in eV.